Record 1
The following is a quantum chemistry calculation of a cluster of 2 separate species, C4H12 in total in a non-equilibrium geometry, from the Open Molecules 2025 dataset.

XYZ file:
```
16
Properties=species:S:1:pos:R:3:nbo_charge:R:1
C 0.7782 1.5517 0.0909 -0.61
C 1.9618 2.4502 0.5202 -0.61
H -0.0619 1.8081 0.7344 0.21
H 0.5154 1.7211 -0.9493 0.20
H 1.0441 0.5072 0.2326 0.20
H 2.5952 2.7467 -0.3135 0.21
H 2.4781 2.0150 1.3719 0.21
H 1.6004 3.4182 0.8916 0.20
C -1.6672 -1.4505 -0.7257 -0.61
C -1.0610 -2.5435 0.1228 -0.61
H -1.0986 -0.5216 -0.6739 0.21
H -1.6464 -1.6772 -1.7981 0.20
H -2.7227 -1.2801 -0.5240 0.21
H -1.7298 -3.3822 0.3067 0.20
H -0.6780 -2.2199 1.0888 0.20
H -0.2228 -3.0510 -0.3683 0.20
```

Properties
energy above the lowest of the compared OMol25 structures with the same formula, charge and spin	5.6	kcal/mol
total energy	-4342.2860	eV
molecular weight	60.14	g mol⁻¹
gap between HOMO and LUMO	12.757	eV
SMILES string	CC.CC
net charge	0

=====

Record 2
The following is a quantum chemistry calculation of a structure of composition C2H2Ag in a non-equilibrium geometry, from the Open Molecules 2025 dataset.

XYZ file:
```
5
Properties=species:S:1:pos:R:3:nbo_charge:R:1
H -0.5013 1.3239 0.0403 0.33
C 0.3678 0.6493 0.4001 -0.48
C -0.4236 -0.2562 0.6341 -0.09
H -1.0411 -1.1391 0.7297 0.27
Ag 1.5982 -0.5779 -1.8043 0.96
```

Properties
total energy	-6093.4831	eV
molecular weight	133.91	g mol⁻¹
gap between HOMO and LUMO	9.291	eV
net charge	+1

=====

Record 3
The following is a quantum chemistry calculation of a structure of composition C25H33HgN7O2PSSe2, from the Open Molecules 2025 dataset.

XYZ file:
```
72
Properties=species:S:1:pos:R:3:lowdin_spin:R:1
Hg 0.1685 -0.6998 -0.0221 0.00
S 3.4550 -1.2860 3.3491 0.00
C 2.0506 -2.1999 3.7041 0.00
C 1.0971 -2.0486 2.7490 0.00
C 1.4618 -1.1811 1.6752 0.00
C 2.7325 -0.7029 1.8567 0.00
C 3.5348 0.1138 0.9503 0.00
C 4.7613 0.6784 1.3243 0.00
C 5.4869 1.3911 0.3906 0.00
C 4.9804 1.5399 -0.8928 0.00
C 3.7520 0.9608 -1.1732 0.00
N 3.0564 0.2638 -0.2900 0.00
H 2.0148 -2.7802 4.6142 0.00
H 0.1432 -2.5549 2.7984 0.00
H 5.1201 0.5594 2.3383 0.00
H 6.4433 1.8256 0.6571 0.00
H 5.5206 2.0889 -1.6529 0.00
H 3.2963 1.0480 -2.1557 0.00
N -3.0605 0.1644 -1.8832 0.00
C -2.7025 -1.0704 -2.3524 0.02
N -3.5760 -1.6615 -3.1880 0.07
C -3.1431 -2.8420 -3.6504 0.03
N -3.9839 -3.4759 -4.5544 0.00
N -2.0014 -3.4295 -3.3883 0.07
C -1.1841 -2.7648 -2.5127 0.18
N -1.5588 -1.5834 -1.9327 0.08
C 0.1234 -3.2660 -2.2973 0.12
C 0.6082 -4.3609 -3.0683 0.06
C 1.9079 -4.7605 -2.9501 0.05
C 2.7544 -4.0854 -2.0471 0.14
C 2.2081 -3.0533 -1.3037 0.00
N 0.9512 -2.6455 -1.3878 0.15
H -3.7635 0.6181 -2.4435 0.00
H -2.2613 0.7507 -1.6499 0.00
H -4.9519 -3.2180 -4.4563 0.00
H -3.8032 -4.4628 -4.6329 0.00
H -0.0779 -4.8277 -3.7601 0.00
H 2.2949 -5.5789 -3.5478 0.00
H 3.7930 -4.3627 -1.9264 0.01
H 2.8193 -2.5277 -0.5735 0.00
O 2.0889 4.4910 1.5547 0.00
C 0.9483 4.9939 0.9050 0.00
C 0.0021 3.9376 0.2909 0.00
C -0.7984 4.7019 -0.7870 0.00
O -1.9849 4.0830 -1.2428 0.00
C -0.9642 3.3880 1.3384 0.00
Se -0.1430 2.7250 3.0087 0.00
C 0.8535 2.8242 -0.3185 0.00
Se -0.0678 1.4905 -1.4627 0.00
H 1.7506 3.8431 2.2149 0.00
H 1.3197 5.6478 0.1040 0.00
H 0.3462 5.6137 1.5885 0.00
H -0.1181 4.9033 -1.6323 0.00
H -1.1127 5.6680 -0.3734 0.00
H -1.7423 3.1708 -1.4890 0.00
H -1.5191 2.5534 0.9127 0.00
H -1.6730 4.1667 1.6287 0.00
H 1.3225 2.2498 0.4756 0.00
H 1.6365 3.2548 -0.9465 0.00
C -3.8476 -1.8523 1.7540 0.00
P -2.4418 -0.6587 1.9088 0.00
C -2.0374 -0.9609 3.6833 0.00
C -3.3858 0.8930 2.1763 0.00
H -4.6197 -1.6239 2.4943 0.00
H -3.4764 -2.8664 1.9156 0.00
H -4.2676 -1.7911 0.7518 0.00
H -2.9233 -0.8029 4.3054 0.00
H -1.2559 -0.2538 3.9679 0.00
H -1.6730 -1.9784 3.8293 0.00
H -4.1928 0.7196 2.8950 0.00
H -3.7990 1.2682 1.2414 0.00
H -2.6927 1.6286 2.5936 0.00
```

Properties
energy above the lowest of the compared OMol25 structures with the same formula, charge and spin	2.8	kcal/mol
total energy	-195980.3258	eV
molecular weight	885.14	g mol⁻¹
multiplicity	2
gap between HOMO and LUMO (alpha / beta)	4.323 / 5.214	eV
⟨S²⟩	0.767
net charge	-2

=====

The lowest net charge belongs to which entry?
C25H33HgN7O2PSSe2